Record 1
2 unconnected molecules or ions with the total composition C4H12N2S, computed with ωB97M-V with the def2-TZVPD basis set.

Structure (XYZ):
```
19
Properties=species:S:1:pos:R:3:nbo_charge:R:1
H -1.79 -0.04 -2.77 0.12
S -0.96 -1.04 -2.46 -0.04
H -1.38 -3.26 -0.55 0.19
C 2.48 2.07 0.18 -0.45
H 3.24 2.78 -0.15 0.21
H 0.23 -2.53 -0.33 0.17
H -0.43 3.27 1.25 0.17
N 1.52 2.75 1.03 -0.38
C -0.84 -2.43 -0.10 -0.23
H 2.01 1.59 -0.68 0.17
C -1.38 -1.14 -0.70 -0.52
H -2.45 -1.12 -0.57 0.22
H 0.04 2.39 -0.34 0.13
N -1.13 -2.44 1.33 -0.83
H -0.97 -0.28 -0.15 0.20
H -0.58 -3.14 1.82 0.36
H -0.90 -1.55 1.76 0.35
H 2.98 1.30 0.77 0.21
C 0.33 2.80 0.64 -0.07
```

- Kohn-Sham gap: 10.0 eV
- Max |F|: 0.008 hartree/bohr
- Energy: -667.2530 Eh
- SMILES string: C=NC.NCCS
- ΔE to the lowest compared entry with this formula, charge and spin: 26.3 kcal/mol



Record 2
A molecular structure, C6H15N3, computed with ωB97M-V with the def2-TZVPD basis set.

Structure (XYZ):
```
24
Properties=species:S:1:pos:R:3:nbo_charge:R:1
H -0.95 -1.48 -1.48 0.20
H -0.05 -2.88 -0.93 0.21
H 0.00 -1.67 1.10 0.19
H -0.51 0.99 1.22 0.17
N 2.07 1.81 0.09 -0.41
H 0.76 -1.59 -1.83 0.19
C 1.71 1.00 -0.96 0.30
C -1.08 0.31 0.59 0.08
C 0.01 -1.79 -1.06 -0.64
C -2.15 -0.43 1.35 -0.64
N 0.78 1.33 -1.79 -0.71
C 2.00 1.62 1.33 0.01
H -2.13 0.37 -1.11 0.34
H -2.53 -1.27 0.76 0.20
H 0.81 0.77 -2.64 0.36
H 2.42 2.37 1.99 0.18
H 1.57 0.72 1.77 0.17
H -0.65 1.28 -1.18 0.41
C 0.32 -1.08 0.24 -0.53
H -2.99 0.24 1.57 0.22
H 1.39 -1.00 0.41 0.18
H -1.77 -0.82 2.30 0.21
N -1.51 0.95 -0.55 -0.86
H 2.48 0.25 -1.18 0.17
```

- Kohn-Sham gap: 8.2 eV
- Max |F|: 0.059 hartree/bohr
- Energy: -401.7529 Eh
- ΔE to the lowest compared entry with this formula, charge and spin: 84.3 kcal/mol